Run w
{"formula": "C3H7N3O", "method": "ωB97M-V/def2-TZVPD", "homo_ev": -8.291, "symbols": ["C", "N", "N", "C", "C", "N", "O", "H", "H", "H", "H", "H", "H", "H"], "positions_angstrom": [[1.25, 1.31, 0.37], [0.78, 0.03, -0.13], [-0.63, 0.05, -0.20], [-0.75, 0.05, -1.66], [-0.53, -1.89, 1.10], [-1.39, -1.14, 0.60], [-1.24, 0.98, -2.24], [-1.12, 0.85, 0.20], [-0.34, -0.87, -2.08], [0.98, 2.16, -0.28], [0.89, 1.54, 1.39], [2.34, 1.26, 0.41], [0.58, -1.56, 0.88], [-0.83, -2.78, 1.64]], "nbo_charge": [-0.448, -0.524, -0.224, 0.552, -0.115, -0.283, -0.535, 0.407, 0.158, 0.178, 0.166, 0.216, 0.240, 0.212]}

Run x
{"formula": "C3H7N3O", "method": "ωB97M-V/def2-TZVPD", "homo_ev": -8.974, "symbols": ["C", "N", "C", "O", "N", "C", "N", "H", "H", "H", "H", "H", "H", "H"], "positions_angstrom": [[1.57, 0.87, 0.24], [0.40, 0.14, 0.69], [-0.09, -1.59, -1.10], [-0.33, -0.37, -1.72], [-1.31, -1.51, -0.45], [-1.37, -0.11, -0.76], [-0.85, 0.68, 0.33], [1.59, 0.90, -0.85], [2.47, 0.33, 0.57], [1.60, 1.89, 0.66], [0.41, -0.05, 1.68], [-1.49, -1.88, 0.48], [-2.30, 0.29, -1.17], [-0.77, 1.65, 0.03]], "nbo_charge": [-0.433, -0.477, 0.353, -0.541, -0.674, 0.358, -0.477, 0.219, 0.216, 0.165, 0.363, 0.393, 0.184, 0.352]}

run x (0.0284 hartree below the next structure)

Run w
{"formula": "C3H7N3O", "method": "ωB97M-V/def2-TZVPD", "homo_ev": -8.312, "smiles": "N/N=C1\\NCCO1", "symbols": ["N", "N", "C", "N", "C", "C", "O", "H", "H", "H", "H", "H", "H", "H"], "positions_angstrom": [[2.48, 0.34, 0.00], [1.51, -0.67, -0.07], [0.31, -0.31, -0.02], [-0.16, 0.97, 0.16], [-1.52, 1.01, -0.11], [-1.95, -0.48, 0.10], [-0.72, -1.17, -0.06], [2.95, 0.29, 0.95], [3.23, 0.00, -0.61], [0.45, 1.77, -0.16], [-2.13, 1.66, 0.47], [-1.71, 1.38, -1.16], [-2.22, -0.66, 1.17], [-2.71, -0.91, -0.57]], "nbo_charge": [-0.698, -0.418, 0.673, -0.651, -0.233, -0.072, -0.473, 0.348, 0.355, 0.423, 0.197, 0.167, 0.179, 0.203]}

Run x
{"formula": "C3H7N3O", "method": "ωB97M-V/def2-TZVPD", "homo_ev": -8.740, "smiles": "C=N/N=C\\N(C)O", "symbols": ["C", "N", "N", "C", "N", "C", "O", "H", "H", "H", "H", "H", "H", "H"], "positions_angstrom": [[2.82, 0.03, -0.06], [1.56, 0.07, -0.18], [0.97, -1.15, 0.12], [-0.30, -1.16, 0.07], [-1.20, -0.18, -0.23], [-1.11, 1.21, 0.15], [-2.52, -0.64, 0.01], [3.35, -0.88, 0.29], [3.41, 0.91, -0.28], [-0.77, -2.11, 0.28], [-1.30, 1.37, 1.21], [-1.90, 1.74, -0.41], [-0.13, 1.60, -0.07], [-2.86, -0.81, -0.90]], "nbo_charge": [-0.065, -0.317, -0.386, 0.267, -0.158, -0.431, -0.565, 0.166, 0.175, 0.196, 0.189, 0.204, 0.250, 0.473]}

Run y
{"formula": "C3H7N3O", "method": "ωB97M-V/def2-TZVPD", "homo_ev": -7.650, "symbols": ["C", "N", "C", "C", "N", "N", "O", "H", "H", "H", "H", "H", "H", "H"], "positions_angstrom": [[-0.84, 1.30, -0.44], [0.25, -0.10, 0.95], [0.73, -0.85, -0.18], [0.36, -0.17, -1.37], [-0.73, -0.78, 1.73], [0.78, 0.07, -2.52], [1.03, -2.03, -0.06], [0.95, 0.40, 1.49], [-0.70, -0.41, 2.68], [-0.45, -1.77, 1.78], [1.73, -0.26, -2.70], [-1.77, 0.77, -0.57], [-0.52, 1.93, -1.26], [-0.80, 1.91, 0.46]], "nbo_charge": [-0.513, -0.508, 0.541, 0.197, -0.652, -0.586, -0.505, 0.371, 0.357, 0.357, 0.351, 0.212, 0.194, 0.184]}

Run z
{"formula": "C3H7N3O", "method": "ωB97M-V/def2-TZVPD", "homo_ev": -9.515, "symbols": ["C", "N", "C", "O", "N", "C", "N", "H", "H", "H", "H", "H", "H", "H"], "positions_angstrom": [[-1.20, -1.02, 1.39], [-0.11, -0.08, 1.18], [0.25, 0.24, -0.12], [0.13, -0.76, -1.17], [-0.29, 1.28, -1.08], [0.76, 0.44, -1.71], [1.65, 0.59, -0.53], [-1.25, -1.71, 0.54], [-2.18, -0.54, 1.48], [-1.00, -1.60, 2.30], [-0.17, 0.75, 1.75], [0.13, 2.19, -0.84], [1.06, 0.47, -2.75], [2.22, -0.26, -0.44]], "nbo_charge": [-0.411, -0.637, 0.614, -0.522, -0.614, 0.311, -0.635, 0.226, 0.185, 0.199, 0.386, 0.347, 0.200, 0.352]}

run w (0.0672 hartree below the next structure)

Run w
{"formula": "C3H7N3O", "method": "ωB97M-V/def2-TZVPD", "homo_ev": -9.403, "smiles": "[H]/N=C/NC(=O)NC", "symbols": ["H", "N", "C", "N", "C", "O", "N", "C", "H", "H", "H", "H", "H", "H"], "positions_angstrom": [[0.95, 0.85, 3.88], [0.21, 0.61, 3.23], [0.70, 0.46, 2.07], [-0.12, 0.13, 1.03], [0.35, -0.08, -0.25], [1.51, -0.12, -0.59], [-0.68, -0.27, -1.09], [-0.58, -0.47, -2.54], [1.74, 0.55, 1.74], [-1.11, 0.03, 1.24], [-1.62, 0.01, -0.88], [0.35, -0.89, -2.90], [-0.56, 0.57, -2.96], [-1.14, -1.39, -1.97]], "nbo_charge": [0.345, -0.689, 0.278, -0.642, 0.775, -0.633, -0.651, -0.554, 0.190, 0.405, 0.389, 0.223, 0.229, 0.335]}

Run x
{"formula": "C3H7N3O", "method": "ωB97M-V/def2-TZVPD", "homo_ev": -9.444, "smiles": "C/N=C(\\N)C(N)=O", "symbols": ["C", "N", "C", "N", "C", "N", "O", "H", "H", "H", "H", "H", "H", "H"], "positions_angstrom": [[-2.20, -0.30, 0.00], [-0.73, -0.62, -0.10], [0.17, 0.27, -0.11], [0.11, 1.63, 0.05], [1.71, -0.04, -0.03], [1.89, -1.38, -0.03], [2.62, 0.75, -0.04], [-2.52, 0.30, -0.84], [-2.53, 0.24, 1.01], [-2.84, -1.18, 0.04], [0.95, 2.02, 0.24], [-0.52, 2.17, -0.43], [1.12, -2.11, 0.07], [2.78, -1.74, 0.18]], "nbo_charge": [-0.444, -0.497, 0.350, -0.808, 0.623, -0.807, -0.607, 0.192, 0.192, 0.208, 0.399, 0.382, 0.428, 0.390]}

Run y
{"formula": "C3H7N3O", "method": "ωB97M-V/def2-TZVPD", "homo_ev": -8.507, "smiles": "C=CN(O)/C=N\\N", "symbols": ["C", "C", "N", "O", "C", "N", "N", "H", "H", "H", "H", "H", "H", "H"], "positions_angstrom": [[0.51, 2.05, -0.41], [-0.51, 1.34, 0.10], [-0.75, -0.15, 0.12], [-2.10, -0.48, 0.08], [-0.01, -1.23, -0.44], [1.28, -1.30, -0.26], [1.74, -0.24, 0.50], [0.54, 3.22, -0.32], [1.23, 1.40, -1.01], [-1.24, 1.73, 0.96], [-2.30, -1.04, 0.79], [-0.67, -1.97, -1.06], [0.93, -0.01, 1.09], [2.51, -0.62, 0.96]], "nbo_charge": [-0.465, -0.061, -0.227, -0.550, 0.127, -0.276, -0.642, 0.243, 0.244, 0.213, 0.467, 0.214, 0.350, 0.364]}

Run z
{"formula": "C3H7N3O", "method": "ωB97M-V/def2-TZVPD", "homo_ev": -9.409, "smiles": "[H]/N=C/NC.N=C=O", "symbols": ["H", "N", "C", "N", "C", "H", "H", "H", "H", "H", "N", "C", "O", "H"], "positions_angstrom": [[-2.57, -1.24, -0.10], [-1.83, -0.63, 0.23], [-0.67, -1.12, -0.01], [0.47, -0.49, 0.34], [1.81, -0.95, 0.02], [-0.50, -2.07, -0.53], [0.36, 0.37, 0.87], [1.74, -1.72, -0.75], [2.32, -1.37, 0.89], [2.41, -0.12, -0.38], [-1.41, 2.17, 0.37], [-0.59, 2.68, -0.34], [0.21, 3.29, -0.97], [-1.76, 1.19, 0.37]], "nbo_charge": [0.360, -0.779, 0.313, -0.600, -0.404, 0.155, 0.407, 0.204, 0.194, 0.210, -0.801, 0.837, -0.545, 0.448]}

run z (0.0135 hartree below the next structure)

Run w
{"formula": "C3H7N3O", "method": "ωB97M-V/def2-TZVPD", "homo_ev": -9.714, "smiles": "[H]/N=C/NC(=O)NC", "symbols": ["H", "N", "C", "N", "C", "O", "N", "C", "H", "H", "H", "H", "H", "H"], "positions_angstrom": [[-3.38, 0.43, -1.53], [-2.74, 0.67, -0.77], [-2.08, -0.34, -0.42], [-1.19, -0.35, 0.75], [0.04, -0.13, 0.17], [0.02, -0.13, -1.06], [1.19, 0.10, 0.85], [2.37, 0.26, 0.02], [-2.08, -1.32, -0.92], [-1.44, -0.03, 1.68], [1.29, -0.12, 1.83], [2.08, 0.82, -0.87], [2.79, -0.70, -0.31], [3.13, 0.82, 0.57]], "nbo_charge": [0.346, -0.640, 0.316, -0.691, 0.770, -0.660, -0.624, -0.412, 0.163, 0.409, 0.396, 0.238, 0.191, 0.198]}

Run x
{"formula": "C3H7N3O", "method": "ωB97M-V/def2-TZVPD", "homo_ev": -9.117, "smiles": "[H]/N=C/N(C=O)NC", "symbols": ["H", "N", "C", "N", "C", "O", "N", "C", "H", "H", "H", "H", "H", "H"], "positions_angstrom": [[-2.36, -1.74, -0.08], [-1.96, -0.77, -0.03], [-0.67, -1.22, -0.15], [0.33, -0.31, -0.19], [1.66, -0.81, 0.06], [2.69, -0.27, 0.00], [0.16, 0.94, -0.72], [-0.43, 1.69, 0.33], [-0.46, -2.38, -0.13], [1.58, -1.86, 0.48], [1.08, 1.25, -1.11], [-1.50, 1.21, 0.41], [0.14, 1.63, 1.34], [-0.27, 2.64, -0.21]], "nbo_charge": [0.337, -0.675, 0.247, -0.346, 0.555, -0.538, -0.443, -0.445, 0.190, 0.102, 0.379, 0.261, 0.171, 0.206]}

Run y
{"formula": "C3H7N3O", "method": "ωB97M-V/def2-TZVPD", "homo_ev": -8.489, "smiles": "N/C=N/[C@H](N)C=O", "symbols": ["N", "C", "N", "C", "N", "C", "O", "H", "H", "H", "H", "H", "H", "H"], "positions_angstrom": [[-2.21, -1.16, 0.31], [-0.96, -0.64, 0.31], [-0.40, -0.31, -0.81], [0.88, 0.32, -0.80], [1.91, -0.36, -0.06], [0.30, 1.60, -0.01], [0.58, 1.79, 1.15], [-2.49, -1.76, 1.07], [-2.63, -1.34, -0.59], [-0.44, -0.71, 1.26], [1.18, 0.52, -1.83], [2.82, -0.01, -0.31], [1.78, -0.18, 0.93], [-0.34, 2.24, -0.63]], "nbo_charge": [-0.792, 0.288, -0.523, 0.002, -0.841, 0.420, -0.567, 0.391, 0.398, 0.164, 0.195, 0.367, 0.369, 0.128]}

run w (0.0242 hartree below the next structure)

Run w
{"formula": "C5H8N4O", "method": "ωB97M-V/def2-TZVPD", "homo_ev": [-9.493, -9.483], "symbols": ["C", "C", "C", "C", "C", "N", "N", "N", "N", "O", "H", "H", "H", "H", "H", "H", "H", "H"], "positions_angstrom": [[-1.45, 0.46, 2.96], [1.24, 0.80, -0.75], [-0.13, 0.39, -1.24], [0.32, 0.11, 0.10], [-0.21, -0.54, -2.32], [-0.16, 0.78, 3.37], [-1.48, 0.24, 1.65], [0.64, 0.76, 2.41], [-0.20, 0.38, 1.30], [0.81, -1.99, 0.35], [-2.32, 0.36, 3.58], [2.00, 0.20, -1.17], [1.42, 1.80, -0.53], [-1.06, 1.04, -1.28], [-1.01, -1.32, -2.06], [0.77, -1.11, -2.50], [-0.44, -0.08, -3.38], [1.26, -2.28, -0.48]], "nbo_charge": [0.105, -0.426, -0.276, 0.500, -0.603, -0.210, -0.180, 0.041, -0.125, -0.894, 0.222, 0.253, 0.234, 0.248, 0.242, 0.209, 0.229, 0.431]}

Run x
{"formula": "C5H8N4O", "method": "ωB97M-V/def2-TZVPD", "homo_ev": -10.438, "smiles": "CCC1=NN=N[C@@H]1C(N)=O", "symbols": ["C", "C", "C", "N", "N", "N", "C", "C", "N", "O", "H", "H", "H", "H", "H", "H", "H", "H"], "positions_angstrom": [[-1.20, -2.35, -0.34], [-0.71, -0.97, -0.82], [-0.16, -0.27, 0.33], [-0.99, 0.08, 1.19], [-0.42, 0.80, 2.21], [0.80, 0.96, 2.01], [1.18, 0.34, 0.80], [1.24, 1.28, -0.41], [0.75, 2.57, -0.32], [1.45, 0.89, -1.54], [-1.36, -3.00, -1.07], [-2.18, -2.02, 0.23], [-0.60, -2.85, 0.28], [-1.41, -0.30, -1.21], [0.12, -1.00, -1.52], [2.03, -0.28, 0.69], [0.74, 2.97, 0.59], [0.71, 3.15, -1.13]], "nbo_charge": [-0.573, -0.462, 0.339, -0.340, 0.037, -0.179, -0.282, 0.687, -0.820, -0.602, 0.207, 0.220, 0.204, 0.238, 0.236, 0.278, 0.397, 0.413]}

run x (0.1155 hartree below the next structure)

Run w
{"formula": "C5H8N2O3", "method": "ωB97M-V/def2-TZVPD", "homo_ev": -10.418, "smiles": "N#C[C@H](NC=O)[C@@H]1CO1.O", "symbols": ["N", "C", "C", "N", "C", "O", "C", "C", "O", "H", "H", "H", "H", "H", "H", "O", "H", "H"], "positions_angstrom": [[0.22, -1.54, -1.88], [0.03, -1.29, -0.77], [-0.23, -1.00, 0.66], [-1.40, -0.17, 0.85], [-1.52, 1.06, 0.32], [-0.65, 1.57, -0.37], [0.98, -0.41, 1.37], [2.12, 0.22, 0.71], [2.21, -1.12, 1.19], [-0.45, -1.97, 1.13], [-2.13, -0.51, 1.47], [-2.44, 1.59, 0.63], [0.76, -0.15, 2.41], [2.11, 0.33, -0.38], [2.71, 0.95, 1.26], [-0.94, 1.02, -3.17], [-0.78, 1.33, -2.26], [-0.58, 0.13, -3.17]], "nbo_charge": [-0.311, 0.293, -0.172, -0.598, 0.542, -0.629, 0.048, -0.093, -0.481, 0.259, 0.414, 0.138, 0.195, 0.209, 0.194, -0.964, 0.481, 0.474]}

Run x
{"formula": "C5H8N2O3", "method": "ωB97M-V/def2-TZVPD", "homo_ev": -10.907, "smiles": "C[C@@]1(c2cnon2)CO1.O", "symbols": ["C", "C", "C", "C", "N", "O", "N", "C", "O", "H", "H", "H", "H", "H", "H", "O", "H", "H"], "positions_angstrom": [[-0.63, 0.48, 1.74], [-0.45, -0.41, 0.54], [-0.61, 0.26, -0.78], [-1.11, -0.26, -2.01], [-0.85, 0.60, -2.95], [-0.08, 1.55, -2.39], [0.01, 1.38, -1.06], [0.27, -1.75, 0.53], [-1.14, -1.65, 0.60], [-0.44, -0.10, 2.66], [0.08, 1.31, 1.70], [-1.64, 0.89, 1.76], [-1.66, -1.18, -2.20], [0.66, -2.13, -0.42], [0.73, -2.11, 1.46], [2.47, 1.30, 0.50], [2.56, 0.29, 0.50], [1.82, 1.53, -0.18]], "nbo_charge": [-0.633, 0.189, 0.088, -0.078, -0.061, -0.124, -0.119, -0.100, -0.488, 0.226, 0.250, 0.226, 0.244, 0.189, 0.198, -0.958, 0.463, 0.487]}

Run y
{"formula": "C5H8N2O3", "method": "ωB97M-V/def2-TZVPD", "homo_ev": -8.841, "smiles": "C/C(CCN=C=O)=[N+](/[O-])O", "symbols": ["C", "C", "C", "C", "N", "C", "O", "N", "O", "O", "H", "H", "H", "H", "H", "H", "H", "H"], "positions_angstrom": [[-1.33, -0.43, -0.61], [-0.22, -0.49, 0.44], [0.66, 0.59, 0.79], [1.44, 1.14, -0.33], [2.14, 0.09, -0.97], [1.82, -1.08, -1.06], [1.81, -2.23, -1.35], [-0.06, -1.69, 0.90], [0.74, -2.12, 1.74], [-0.88, -2.72, 0.43], [-0.96, -1.20, -1.22], [-1.26, 0.51, -1.08], [-2.28, -0.68, -0.23], [1.40, 0.47, 1.56], [-0.06, 1.45, 0.92], [0.65, 1.60, -0.93], [2.20, 1.93, -0.10], [-0.58, -3.53, 0.91]], "nbo_charge": [-0.638, 0.133, -0.460, -0.201, -0.542, 0.838, -0.513, 0.376, -0.525, -0.555, 0.244, 0.212, 0.238, 0.260, 0.221, 0.183, 0.222, 0.508]}

run w (0.0760 hartree below the next structure)